Record 1
{"formula": "C3H4HgO4", "method": "ωB97M-V with the def2-TZVPD basis set", "homo_energy_ha": [-0.518, -0.518], "lumo_energy_ha": [-0.1831, -0.3205], "charge": 1, "spin_multiplicity": 2, "symbols": ["H", "H", "C", "C", "O", "C", "O", "O", "Hg", "O", "H", "H"], "xyz": [[-0.951, 0.989, 0.877], [-0.860, -1.450, -0.530], [-1.064, -0.368, -0.455], [-0.038, 0.494, 0.149], [1.002, -0.264, 0.704], [2.226, 0.252, 0.630], [2.494, 1.424, 0.688], [3.081, -0.739, 0.449], [-4.739, -0.467, -0.166], [-2.179, -0.001, 0.001], [0.312, 1.260, -0.556], [3.981, -0.425, 0.608]], "forces_ev_per_angstrom": [[4.0, -0.3, -1.0], [-0.2, 0.2, -1.6], [-1.8, -1.2, 4.2], [-1.3, 2.5, 1.0], [-1.7, -0.5, -0.3], [1.5, 1.6, -0.2], [-0.4, -0.7, -0.1], [0.0, -0.5, 0.4], [0.7, 0.0, 0.0], [-0.9, -1.2, -2.6], [0.1, 0.1, 0.3], [0.0, 0.2, -0.1]], "mulliken_spin": [-0.001, 0.003, -0.014, 0.024, -0.001, 0.001, 0.000, 0.000, 0.897, 0.091, 0.000, 0.000]}

=====

Record 2
{"formula": "C4H12N2", "method": "ωB97M-V with the def2-TZVPD basis set", "homo_energy_ha": -0.338, "lumo_energy_ha": 0.0416, "spin_multiplicity": 1, "symbols": ["C", "C", "C", "C", "N", "N", "H", "H", "H", "H", "H", "H", "H", "H", "H", "H", "H", "H"], "xyz": [[-0.979, -0.171, -0.341], [-0.179, 0.615, 0.781], [0.972, 1.381, 0.172], [-0.186, -1.375, -0.859], [-2.268, -0.528, 0.231], [2.232, 0.670, 0.600], [-1.192, 0.497, -1.185], [-2.140, -1.158, 1.016], [-2.851, -0.994, -0.455], [3.050, 1.245, 0.425], [2.328, -0.221, 0.124], [0.150, -0.092, 1.541], [-0.888, 1.300, 1.244], [1.025, 2.383, 0.602], [0.910, 1.488, -0.921], [-0.802, -1.967, -1.537], [0.700, -1.057, -1.404], [0.120, -2.016, -0.033]], "forces_ev_per_angstrom": [[0.4, 0.3, 1.1], [-1.6, -0.3, -1.8], [1.8, -0.6, 0.9], [-0.2, 0.3, 0.0], [-0.3, -0.1, 0.0], [-0.4, 0.8, -0.2], [0.2, 0.1, 0.2], [-0.1, 0.0, -0.1], [0.0, -0.1, 0.1], [0.0, -0.2, -0.2], [0.1, 0.2, -0.1], [0.2, 0.1, 0.0], [-0.1, 0.0, 0.0], [0.1, 0.0, -0.1], [-0.2, -0.1, 0.2], [0.0, 0.0, -0.1], [0.2, 0.0, -0.1], [0.0, -0.1, 0.1]], "nbo_charge": [-0.032, -0.421, -0.222, -0.632, -0.835, -0.849, 0.178, 0.348, 0.353, 0.355, 0.351, 0.213, 0.220, 0.194, 0.170, 0.207, 0.202, 0.201]}

=====

Record 3
{"formula": "C4H6Cl2", "method": "ωB97M-V with the def2-TZVPD basis set", "homo_energy_ha": -0.360, "lumo_energy_ha": 0.0349, "spin_multiplicity": 1, "symbols": ["C", "C", "C", "C", "H", "H", "H", "H", "H", "H", "Cl", "Cl"], "xyz": [[1.360, 0.239, 0.924], [-0.036, 0.677, 0.573], [-0.499, 1.455, -0.601], [-0.841, -0.057, -0.476], [1.869, 1.100, 1.288], [1.271, -0.397, 1.796], [-0.593, 1.007, 1.502], [0.232, 1.725, -1.388], [-1.442, 2.017, -0.591], [-0.395, -0.769, -1.184], [2.365, -0.509, -0.319], [-2.415, -0.584, 0.087]], "forces_ev_per_angstrom": [[-0.5, 0.7, 0.6], [-1.0, -0.2, 0.7], [-0.4, -0.9, -1.7], [0.8, 0.7, 0.4], [0.8, 0.7, 0.1], [0.1, -0.6, -0.2], [0.6, -0.9, -1.0], [-0.6, -0.2, 0.4], [0.8, 0.3, 0.5], [0.0, 0.4, 0.7], [-0.2, -0.1, -0.2], [-0.4, 0.1, -0.4]], "nbo_charge": [-0.376, -0.261, -0.428, -0.241, 0.213, 0.222, 0.242, 0.229, 0.239, 0.243, -0.045, -0.037]}

=====

Record 4
{"formula": "C15H60N22O15", "method": "ωB97M-V with the def2-TZVPD basis set", "homo_energy_ha": -0.319, "lumo_energy_ha": -0.0071, "spin_multiplicity": 1, "symbols": ["C", "O", "H", "H", "H", "H", "C", "O", "H", "H", "H", "H", "C", "O", "H", "H", "H", "H", "C", "O", "H", "H", "H", "H", "C", "O", "N", "N", "H", "H", "H", "H", "C", "O", "N", "N", "H", "H", "H", "H", "C", "O", "N", "N", "H", "H", "H", "H", "C", "O", "N", "N", "H", "H", "H", "H", "C", "O", "N", "N", "H", "H", "H", "H", "C", "O", "N", "N", "H", "H", "H", "H", "C", "O", "N", "N", "H", "H", "H", "H", "C", "O", "N", "N", "H", "H", "H", "H", "C", "O", "N", "N", "H", "H", "H", "H", "C", "O", "N", "N", "H", "H", "H", "H", "C", "O", "N", "N", "H", "H", "H", "H"], "xyz": [[-10.714, 4.614, 22.561], [-10.543, 3.665, 21.545], [-9.972, 5.409, 22.635], [-11.739, 4.978, 22.487], [-10.638, 4.100, 23.519], [-9.640, 3.347, 21.621], [-6.951, 10.425, 23.828], [-8.120, 10.261, 22.904], [-6.633, 9.470, 24.245], [-6.259, 10.793, 23.070], [-6.952, 11.217, 24.577], [-8.514, 11.104, 22.668], [-7.224, 6.720, 22.729], [-6.768, 5.888, 21.649], [-6.966, 7.772, 22.608], [-8.302, 6.582, 22.811], [-6.704, 6.486, 23.658], [-6.680, 6.502, 20.916], [-11.178, 7.489, 29.150], [-12.004, 7.959, 30.257], [-10.684, 8.334, 28.670], [-10.453, 6.699, 29.342], [-11.853, 6.931, 28.501], [-12.254, 7.195, 30.781], [-11.418, 7.556, 24.824], [-11.813, 7.112, 25.881], [-10.300, 8.085, 24.585], [-12.062, 7.463, 23.699], [-9.601, 8.179, 25.309], [-10.061, 8.173, 23.608], [-12.882, 6.893, 23.551], [-11.550, 7.751, 22.877], [-13.934, 8.088, 19.959], [-13.608, 7.171, 19.247], [-13.146, 8.848, 20.616], [-15.156, 8.500, 19.950], [-13.522, 9.673, 21.060], [-12.278, 8.389, 20.853], [-15.451, 9.168, 20.648], [-15.788, 7.996, 19.344], [-9.870, 7.960, 20.623], [-10.557, 8.116, 21.614], [-8.913, 8.776, 20.307], [-10.093, 7.018, 19.808], [-8.729, 9.457, 21.030], [-8.215, 8.320, 19.738], [-10.816, 6.313, 19.838], [-9.260, 6.800, 19.282], [-13.782, 10.018, 27.014], [-14.084, 11.155, 27.106], [-12.605, 9.600, 27.358], [-14.533, 9.031, 26.531], [-12.232, 8.721, 27.028], [-11.995, 10.338, 27.678], [-15.358, 9.309, 26.018], [-14.109, 8.117, 26.597], [-7.145, 7.500, 27.051], [-7.833, 7.649, 26.077], [-6.976, 8.363, 27.981], [-6.436, 6.476, 27.275], [-7.586, 9.159, 27.860], [-6.372, 8.206, 28.775], [-5.739, 6.386, 28.000], [-6.625, 5.619, 26.775], [-8.971, 3.867, 26.507], [-8.873, 2.662, 26.635], [-8.219, 4.554, 25.717], [-9.998, 4.546, 26.974], [-8.228, 5.508, 25.386], [-7.307, 4.127, 25.649], [-10.173, 5.524, 26.797], [-10.548, 4.119, 27.706], [-11.552, 11.860, 23.632], [-10.426, 12.036, 24.135], [-12.567, 12.610, 23.957], [-11.910, 10.928, 22.799], [-12.304, 13.301, 24.646], [-13.525, 12.491, 23.660], [-12.873, 10.655, 22.670], [-11.109, 10.344, 22.606], [-16.334, 7.647, 24.018], [-16.850, 8.692, 24.472], [-16.913, 6.486, 23.928], [-15.123, 7.555, 23.570], [-17.873, 6.433, 24.236], [-16.422, 5.695, 23.536], [-14.560, 8.374, 23.747], [-14.777, 6.659, 23.258], [-14.683, 4.417, 25.647], [-15.723, 4.053, 25.156], [-14.519, 5.489, 26.387], [-13.550, 3.885, 25.369], [-15.394, 5.835, 26.753], [-13.642, 5.864, 26.719], [-12.625, 4.242, 25.559], [-13.619, 3.083, 24.759], [-15.303, 4.736, 21.631], [-14.272, 5.048, 22.254], [-16.118, 3.798, 21.977], [-15.571, 5.192, 20.412], [-15.808, 3.224, 22.748], [-16.975, 3.787, 21.443], [-14.968, 5.978, 20.216], [-16.540, 5.125, 20.136], [-9.475, 11.022, 27.214], [-9.280, 10.419, 28.274], [-10.275, 12.004, 27.121], [-9.011, 10.656, 26.095], [-10.379, 12.416, 26.205], [-10.489, 12.517, 27.965], [-9.435, 11.100, 25.293], [-8.264, 9.987, 25.971]], "forces_ev_per_angstrom": [[-0.7, -0.4, 1.2], [0.5, 0.1, -0.8], [0.0, 0.2, -0.6], [0.2, 0.3, -0.1], [-0.1, 0.0, 0.4], [0.1, -0.2, -0.1], [0.0, 0.9, -2.7], [0.3, -0.8, 1.5], [-0.5, 0.0, -0.2], [1.0, -0.3, 0.6], [-1.0, -0.2, 0.1], [0.1, 0.5, 0.6], [0.2, -0.1, 0.1], [0.1, 0.7, 0.2], [-0.3, 0.1, -0.5], [0.0, 0.3, 0.4], [-0.2, -0.6, 0.0], [0.2, -0.3, -0.2], [-1.3, -0.6, 0.3], [1.3, -0.2, -0.5], [-0.2, -0.1, 0.1], [0.5, 0.3, 1.0], [-0.1, 0.5, -0.7], [0.0, 0.0, 0.0], [-2.3, -2.0, 0.2], [-0.8, -0.8, 2.9], [5.9, 2.6, 0.2], [-3.5, -0.5, -3.3], [0.1, 0.0, -0.1], [0.7, 0.4, 0.4], [0.4, 0.0, 0.4], [-0.7, -0.4, -0.1], [-0.6, -0.8, -2.4], [1.3, -2.6, -0.8], [3.3, 1.9, 2.5], [-4.5, 1.2, 0.1], [0.6, -0.4, 0.0], [0.4, 0.8, 0.5], [-0.6, -0.4, -0.4], [-0.2, 0.5, 0.4], [-1.5, 0.6, 2.1], [-1.4, 1.3, 2.0], [2.4, 1.7, -0.6], [0.5, -4.2, -3.9], [0.9, -0.1, 0.0], [0.5, 1.1, 0.1], [0.0, 0.2, 0.5], [-0.7, -0.6, -0.7], [-0.2, -1.6, -0.8], [-1.9, 4.4, 0.1], [4.0, -0.7, 1.4], [-1.4, -0.8, -0.6], [0.2, 0.1, 0.1], [0.2, -0.4, 0.0], [-0.2, -0.8, 0.0], [-0.8, 0.0, -0.7], [-0.1, 0.9, 0.1], [-2.3, 0.4, -2.8], [-0.4, 4.3, 2.2], [3.7, -7.0, 0.0], [0.0, 0.7, 1.2], [-0.6, 0.4, -0.2], [-0.4, 0.2, -0.1], [0.1, 0.3, 0.0], [-2.7, -2.0, 0.4], [0.9, -0.9, 0.9], [5.0, 1.6, -3.1], [-2.8, 1.3, 1.9], [-0.7, 0.2, 0.6], [-0.1, -0.2, -0.8], [0.2, 0.0, 0.0], [0.0, 0.0, -0.3], [0.2, 0.8, 1.6], [0.0, 0.0, -1.0], [-1.2, 2.9, 1.7], [1.5, -2.6, -2.1], [-0.8, 0.1, 0.0], [0.4, 0.1, 0.2], [0.6, -0.1, 0.2], [-0.7, -1.0, -0.5], [-1.7, 2.4, 1.2], [0.4, -0.8, -0.3], [-3.1, -2.2, 0.0], [3.6, 1.7, -1.1], [0.3, -0.4, -0.1], [-0.5, -0.1, 0.6], [0.4, -0.5, -0.2], [0.5, 0.2, -0.1], [-0.1, 1.5, -0.4], [-2.2, -1.0, -0.4], [-1.8, 2.8, 2.4], [4.1, -3.8, -1.9], [0.4, 0.5, 0.1], [-0.1, -0.3, -0.2], [-0.4, 0.1, 0.2], [0.4, 0.2, 0.0], [3.1, 0.5, -0.5], [-0.4, 0.3, 0.2], [-1.8, -1.9, 1.7], [0.0, 1.5, -0.9], [-1.0, -0.1, 0.2], [0.1, -1.1, 0.8], [-0.3, 0.2, -1.0], [0.4, 0.5, -0.5], [0.7, -2.9, 4.2], [0.9, -0.3, 1.0], [-3.5, 4.8, 0.3], [2.6, -1.7, -5.1], [-0.3, 0.4, 0.3], [-0.3, -0.1, -0.3], [0.5, -0.4, -0.6], [-0.6, -0.1, 0.2]], "lowdin_charge": [-0.173, -0.100, 0.050, 0.058, 0.074, 0.078, -0.085, -0.172, 0.068, 0.077, 0.077, 0.061, -0.139, -0.108, 0.065, 0.051, 0.072, 0.055, -0.153, -0.116, 0.056, 0.065, 0.047, 0.063, -0.770, -0.002, 0.228, 0.196, 0.078, 0.079, 0.081, 0.032, -0.832, 0.039, 0.210, 0.180, 0.098, 0.073, 0.116, 0.125, -0.771, -0.038, 0.217, 0.241, 0.092, 0.120, 0.140, 0.126, -0.809, 0.049, 0.191, 0.186, 0.051, 0.094, 0.081, 0.071, -0.809, 0.017, 0.210, 0.189, 0.082, 0.130, 0.128, 0.089, -0.791, 0.036, 0.161, 0.186, 0.078, 0.118, 0.079, 0.118, -0.702, -0.020, 0.195, 0.203, 0.126, 0.127, 0.102, 0.094, -0.760, -0.021, 0.189, 0.172, 0.128, 0.064, 0.094, 0.052, -0.805, 0.019, 0.183, 0.189, 0.120, 0.079, 0.098, 0.122, -0.744, -0.006, 0.188, 0.190, 0.121, 0.124, 0.058, 0.112, -0.811, -0.001, 0.192, 0.196, 0.090, 0.140, 0.059, 0.076]}

=====

no.,energy (eV)
1,-15529.9569
2,-7322.6232
3,-29289.1101
4,-80028.7493